{"formula": "C4H8N2", "method": "wB97M-V/def2-TZVPD", "elements": ["N", "H", "C", "H", "N", "C", "C", "H", "H", "H", "H", "H", "H", "C"], "coordinates": [[-1.18284, -0.67492, 2.75956], [-1.48570, 0.96114, -1.50278], [-0.52308, 1.06522, -1.00814], [1.80855, 1.13655, 0.20621], [-0.29920, -1.30412, -0.68859], [0.18314, -0.00950, -0.61368], [-1.33770, 0.05045, 1.87413], [2.29458, -0.23177, -0.81367], [-1.37287, 0.68620, 0.99209], [-1.30156, -1.41140, -0.75765], [1.70741, -0.52083, 0.83482], [-0.09809, 2.05935, -0.93325], [0.12338, -1.98194, -0.07114], [1.57589, 0.10284, -0.05818]], "lowdin_charge": [0.054, 0.062, -0.032, 0.080, 0.093, -0.541, -0.102, 0.087, 0.026, 0.095, 0.079, 0.059, 0.092, -0.050], "orbital_gap_ha": 0.3544, "smiles": "C=C(C)N.C#N", "e_lumo_ev": 0.94, "homo_ev": -8.71, "total_energy_ev": -7256.765, "spin_multiplicity": 1, "e_above_lowest_ev": 1.1107}


{"formula": "C36H43N2NaO6P", "method": "wB97M-V/def2-TZVPD", "elements": ["C", "C", "C", "C", "H", "H", "H", "O", "H", "H", "H", "H", "C", "C", "H", "N", "C", "P", "O", "H", "C", "H", "C", "H", "H", "C", "C", "C", "H", "H", "C", "C", "C", "O", "H", "C", "H", "C", "H", "H", "C", "O", "H", "C", "C", "H", "C", "H", "C", "O", "C", "O", "H", "H", "H", "C", "C", "C", "H", "H", "C", "C", "C", "Na", "H", "C", "N", "H", "H", "H", "H", "H", "C", "H", "H", "H", "H", "H", "C", "H", "C", "H", "H", "H", "C", "C", "C", "H", "H"], "coordinates": [[0.22916, -4.82045, 1.39756], [-2.63925, 3.40858, 3.15725], [1.86786, -2.60034, 2.81344], [-0.38403, 3.94483, -3.84563], [-0.52209, 5.36180, 0.58534], [-1.91044, 1.17667, -0.22271], [3.20403, -0.47695, 2.58385], [-1.81424, -0.36526, 1.06633], [2.99589, -3.13101, 1.05027], [0.45216, -5.81388, 0.99700], [2.73750, -2.42236, 3.45393], [-0.56294, 4.23742, -4.87151], [2.29625, -0.37693, 1.98261], [3.02908, 3.52670, 0.55783], [-1.98165, 3.71827, -0.87707], [-3.99869, -4.16687, -5.03920], [-2.42252, 0.22614, -0.07417], [0.32746, 2.48534, 0.49740], [-0.97118, -1.22674, -1.38361], [-0.64305, -5.15349, -5.87896], [-2.10339, 5.45836, 2.02531], [-3.36821, -3.19489, 2.05947], [-1.66839, 2.75109, 2.41276], [-3.21513, 2.86956, 3.89878], [0.89701, 3.26556, 3.16759], [4.10652, 4.15463, 2.62040], [0.08778, 3.19739, -1.18283], [-2.25995, -0.63144, -1.33510], [-3.65555, -0.75205, 1.95482], [-2.19133, -1.12984, 2.88567], [-1.39651, 4.03609, -2.90252], [2.91873, 3.92451, 3.29935], [4.15432, 3.95459, 1.25117], [1.13326, -3.86156, 0.86162], [1.06813, -3.02686, 3.42114], [-1.12635, 4.80664, 1.29186], [-2.26748, 6.51813, 1.87888], [-1.17782, -4.41067, 1.02110], [-1.90087, -5.10394, 1.46343], [2.85469, 4.11029, 4.36364], [0.00355, -0.44114, -2.06048], [1.37632, -0.38836, -0.16320], [-2.98511, -1.44687, -1.33940], [-2.87174, 4.75832, 2.94753], [1.07885, 3.06170, -2.15750], [-1.47345, 1.69750, 2.57566], [-1.59357, -4.33289, -4.12947], [3.20668, -1.27922, 0.22226], [0.83420, -4.42158, -2.92958], [-1.36122, -3.10108, 1.53106], [-2.91549, -4.24855, -4.66501], [1.34317, -1.37574, 2.31917], [2.66299, -4.49147, 2.12979], [0.30761, -4.85555, 2.48756], [-2.36861, 4.41792, -3.18665], [-1.16986, 3.65440, -1.58817], [2.62735, -0.39000, 0.49257], [-1.37948, -3.92509, -2.81257], [-0.03378, -0.64071, -3.13724], [-0.17660, 0.62224, -1.88681], [1.38637, -0.76409, -1.52429], [2.24284, -3.57561, 1.69961], [-0.51014, -4.81335, -4.86121], [-0.08907, -1.63208, 0.65204], [1.78778, -4.44877, -2.41283], [-2.64382, -1.16366, 1.89217], [-0.19733, -3.97020, -2.22030], [1.64731, 3.35700, -4.20088], [-3.65040, 5.27006, 3.49741], [4.99160, 4.47269, 3.15492], [-2.21193, -3.56076, -2.22088], [1.82522, 0.57768, 2.21493], [1.80393, 3.46947, 2.61500], [-1.27366, -4.41472, -0.06735], [5.07550, 4.14504, 0.71531], [1.60148, -1.83507, -1.63363], [3.10847, 3.40376, -0.51238], [3.21632, 0.49520, 0.22584], [1.83264, 3.27993, 1.22794], [2.03915, 2.63651, -1.89647], [-2.68358, -2.61409, 1.43043], [1.59333, -5.23101, -4.77038], [2.12905, -0.18613, -2.08541], [-3.03864, -2.66758, 0.39479], [0.85212, 3.44201, -3.47149], [-0.92316, 3.43701, 1.45735], [0.72653, -4.85961, -4.24262], [-3.48353, 0.42401, 0.10612], [-2.44496, -0.01450, -2.21971]], "lowdin_charge": [-0.150, -0.075, -0.141, -0.079, 0.118, 0.082, 0.141, -0.185, 0.119, 0.141, 0.137, 0.107, -0.133, -0.097, 0.100, 0.176, -0.140, 1.145, -0.174, 0.129, -0.065, 0.145, -0.110, 0.105, 0.099, -0.083, -0.365, -0.141, 0.140, 0.144, -0.070, -0.073, -0.081, -0.141, 0.131, -0.094, 0.109, -0.149, 0.144, 0.108, -0.139, -0.230, 0.114, -0.075, -0.118, 0.093, -0.198, 0.122, -0.119, -0.168, -0.177, -0.154, 0.140, 0.131, 0.109, -0.107, -0.152, -0.090, 0.145, 0.107, -0.148, -0.151, 0.002, 0.313, 0.113, -0.138, 0.079, 0.108, 0.107, 0.106, 0.113, 0.108, -0.106, 0.108, 0.106, 0.126, 0.078, 0.133, -0.348, 0.083, -0.149, 0.113, 0.141, 0.125, -0.076, -0.405, -0.035, 0.143, 0.142], "orbital_gap_ha": 0.2997, "charge": 1, "e_lumo_ev": -2.10, "homo_ev": -10.26, "total_energy_ev": -66994.150, "spin_multiplicity": 1, "e_above_lowest_ev": 0.0000}


{"formula": "C4H4N2O", "method": "wB97M-V/def2-TZVPD", "elements": ["N", "C", "H", "H", "C", "C", "H", "O", "N", "C", "H"], "coordinates": [[0.12693, -1.59836, -0.08657], [-0.14395, 1.16805, -0.07074], [1.95245, 1.26756, -0.40783], [-1.92924, -1.62778, -0.00284], [1.08655, 0.64692, -0.21236], [-1.01580, -1.03032, 0.01970], [-0.37410, 2.22860, -0.12022], [2.35397, -1.26665, 0.35914], [-1.21174, 0.31942, 0.14186], [1.28360, -0.79101, 0.03919], [-2.12867, 0.68356, 0.34066]], "lowdin_charge": [0.146, -0.091, 0.112, 0.128, 0.007, -0.179, 0.123, 0.058, 0.044, -0.490, 0.142], "orbital_gap_ha": 0.3575, "smiles": "O=c1cc[nH]cn1", "e_lumo_ev": 0.38, "homo_ev": -9.35, "total_energy_ev": -9240.258, "spin_multiplicity": 1, "e_above_lowest_ev": 0.2298}


{"formula": "C9H8Br22F3NO2", "method": "wB97M-V/def2-TZVPD", "elements": ["Br", "H", "Br", "Br", "C", "H", "O", "H", "C", "Br", "Br", "C", "H", "O", "H", "Br", "Br", "Br", "H", "Br", "Br", "F", "Br", "C", "H", "F", "F", "C", "Br", "Br", "Br", "Br", "Br", "H", "Br", "Br", "C", "Br", "Br", "N", "C", "C", "Br", "Br", "C"], "coordinates": [[-2.36659, -5.64121, -12.16004], [-4.39875, 0.39986, -2.33374], [1.84116, 3.57217, 10.19848], [0.29145, 3.68727, 3.80717], [-0.66650, 0.31620, 6.71364], [2.70518, 5.41561, 8.75552], [1.71183, -0.84122, -4.06548], [-3.25401, -4.57196, -4.62710], [-2.57348, -4.39779, -5.46707], [-1.08397, -1.49493, 7.28768], [-1.61420, 1.33480, 2.70326], [-3.64812, -0.34345, -2.04552], [-0.71849, 0.15972, -6.24403], [0.60441, 1.30220, -4.09849], [-1.40631, 3.71357, 1.97856], [1.18903, 0.77889, 7.06989], [5.86179, 2.97883, 9.64325], [4.75195, 3.78551, 12.55911], [7.01184, 2.99300, 11.85786], [-1.35698, -7.49145, -9.72242], [-0.96051, -3.59438, -4.73413], [0.44083, 0.65691, -8.39157], [-2.21572, -6.12992, -6.27682], [0.82829, 0.15919, -4.75165], [-3.08973, -5.69646, -9.77230], [1.59331, -1.34791, -7.75421], [2.35452, 0.85054, -6.93180], [6.00483, 2.68228, 11.56053], [0.69403, -1.62765, -2.71560], [0.49543, 6.38631, 9.38959], [-1.04087, -4.28904, -9.55263], [-4.60663, -1.97891, -1.60904], [5.83371, 0.79896, 12.01641], [-0.80060, 0.34620, 5.62730], [-3.48508, -3.19801, -6.69732], [0.52388, 2.73203, 0.73831], [1.17657, 0.00874, -7.24553], [1.24797, 4.24383, 7.10313], [-1.89599, 1.61801, 7.47390], [0.23604, -0.23595, -6.08632], [-2.10100, -5.76941, -10.23718], [1.71072, 4.96685, 8.84872], [-2.46855, -0.58168, -3.57399], [-2.70099, 0.37356, -0.50512], [-0.65568, 2.97026, 2.26678]], "lowdin_charge": [0.557, -0.020, 0.530, 0.543, -1.592, -0.022, -0.537, -0.022, -1.564, 0.557, 0.544, -1.568, 0.145, 0.015, -0.018, 0.521, 0.540, 0.533, -0.025, 0.535, 0.508, 0.011, 0.549, -0.409, -0.027, 0.007, 0.050, -1.598, 0.745, 0.563, 0.530, 0.568, 0.556, -0.066, 0.530, 0.569, -0.228, 0.484, 0.545, 0.146, -1.606, -1.573, 0.529, 0.539, -1.576], "orbital_gap_ha": 0.3013, "e_lumo_ev": -1.78, "homo_ev": -9.98, "total_energy_ev": -1564128.022, "spin_multiplicity": 1}